[1]
Entry from the OMol25 dataset: a cluster of 3 separate species, C27H48Cl2F2N4O13P2Si in total at a distorted geometry (ωB97M-V with the def2-TZVPD basis set).

Kohn-Sham gap = 7.907 eV
calculated total energy = -4346.533275 a.u.
HOMO level = -0.30760 hartree
SMILES string = CCOC[C@H](N(CNC)OC#N)[C@@](CCO[Si](C)(C)C)(CCC(N)=O)O[C@@]([PH2]=O)(/C(Cl)=C(/C)Cl)P(C)O.O=C1OC[C@@H](F)O1.O=C1OC[C@@H](F)O1

Geometry as XYZ:
```
99
Properties=species:S:1:pos:R:3:forces:R:3:lowdin_charge:R:1
Cl 1.621734 -4.460421 -1.939987 0.58 0.35 2.13 0.543
N -2.146960 1.389498 -2.227405 -2.80 -6.98 8.39 0.116
C 3.493395 -4.085452 0.123580 -3.20 -0.41 -1.93 -0.602
N -2.132062 -1.318218 0.060404 1.61 -2.01 2.60 -0.121
O -5.259725 7.746466 -5.426371 0.63 0.43 0.47 0.142
C 2.362932 -6.670202 2.299075 0.57 -0.36 -0.27 -0.303
C -4.085677 6.671544 -3.796314 0.69 -0.76 0.88 -0.080
H -3.544271 6.722434 -5.909024 -0.16 -0.13 -0.05 0.179
C -1.897553 -1.131794 2.709901 -0.02 1.66 1.23 -0.155
O -5.171540 9.824150 -4.485554 0.71 -2.90 0.07 0.145
O -2.862102 -0.162966 -0.060570 -0.17 4.58 -4.78 -0.116
C 2.169812 6.109780 -2.124510 3.34 0.00 -0.69 -0.518
H 5.683983 -4.120290 -0.621420 -2.41 0.16 -1.18 0.088
O 1.825793 6.559482 -0.879162 0.39 -0.50 -0.94 0.079
H 3.056776 -6.637481 3.253269 -1.12 -0.12 -2.12 0.053
O 3.317374 5.911338 -2.487266 -2.93 1.07 0.77 0.115
H 3.041421 3.614642 -0.496296 0.88 -0.78 -2.15 0.064
H 4.446155 -3.174214 -1.814801 0.34 -2.09 1.47 0.085
H 2.564299 -4.505210 4.192698 -1.69 0.86 -0.80 0.048
H -5.225658 -1.370423 -1.223650 -0.78 -1.26 2.29 0.101
H -1.296619 -0.391887 3.430729 -1.13 -1.39 -1.58 0.120
H 0.485403 2.354089 -1.982396 0.99 -1.88 -1.45 0.035
C 1.119343 -1.372018 2.426934 1.23 -0.63 1.22 -0.108
H -0.990574 0.164537 1.104643 -0.27 -2.76 0.49 0.163
H 5.063100 0.134897 -2.494649 -1.88 0.83 -1.22 0.055
H -3.424315 -2.894232 -0.659718 0.87 1.01 2.02 0.129
C -4.414166 6.632602 -5.249682 -0.37 -0.57 -0.45 -0.330
O 3.348633 1.833035 2.501247 -3.06 -6.58 3.10 -0.064
Si 2.815006 1.348991 -1.842039 0.17 2.12 0.66 0.474
H -4.841639 6.176325 -3.177711 -0.06 -0.03 -0.30 0.151
H 1.144719 2.146344 -3.734250 -0.12 -1.43 2.00 0.062
O 1.073935 5.903253 -2.907499 0.39 -0.21 0.73 0.142
C 3.448768 3.181394 -1.521225 0.62 -0.22 0.29 -0.197
C -2.460720 0.588431 -1.259207 1.47 4.39 -4.38 -0.105
C 0.804262 -4.260366 0.924370 1.45 -1.49 -2.49 -0.645
H -3.109688 6.229505 -3.578507 -0.20 0.27 -0.01 0.122
O -0.126607 -3.186290 0.985757 1.44 0.14 0.06 -0.173
N -4.509965 -1.803067 0.859614 0.40 -2.22 -0.10 -0.130
H -4.769748 -2.472589 1.645386 0.17 1.31 -1.34 0.095
O -1.844038 -2.446491 3.355483 -0.48 1.52 0.59 -0.236
F -1.091007 6.414634 -2.649389 -0.34 -0.03 -0.20 0.070
H 4.297263 -0.929297 3.055089 -1.05 0.96 1.00 0.067
C 2.444249 -0.861130 -0.351108 0.37 0.20 -0.75 -0.219
H 2.933374 -6.559249 1.283817 -0.68 -0.18 2.10 0.029
H 0.972285 0.900869 1.738704 0.93 -1.29 1.74 0.118
H 0.595750 -1.938219 -1.150936 0.48 1.78 1.76 0.114
H 3.100732 -1.358228 0.473985 -1.54 0.79 -1.35 0.100
C -0.017362 5.892124 -2.015406 -0.41 -0.12 -0.39 -0.323
H 4.477297 -5.125193 -1.708316 0.12 2.07 1.03 0.080
H -1.852110 -1.431562 5.314089 -0.81 -1.61 -1.18 0.124
H -0.027773 6.516160 0.050374 0.26 0.00 -0.10 0.148
P 1.062475 -5.243600 2.590952 -0.85 0.04 2.08 0.969
H -4.356521 -1.569064 5.409076 0.65 -2.07 -1.02 0.078
H 0.679036 -1.796097 3.452697 0.70 0.64 -2.67 0.132
H 3.180669 3.894706 -2.429880 0.74 -1.85 2.07 0.041
F -5.111310 5.515756 -5.556780 -0.01 -0.20 -0.25 0.080
N 3.871765 -0.215219 3.716348 -0.78 0.72 -1.87 0.057
C -3.911825 -2.550487 4.939224 0.38 -0.14 -0.01 -0.093
C 2.042950 -4.248236 -0.100317 3.87 1.43 0.61 -0.533
O 2.711791 0.605170 -0.256049 -0.26 -1.51 -2.46 -0.290
H -2.772435 -3.255206 1.065075 -0.35 2.32 -1.16 0.152
C -5.550046 -1.979437 -0.251802 -0.47 -0.51 -0.19 -0.153
H 0.235072 7.840399 -1.107392 -0.12 -0.18 -0.19 0.151
H -4.389996 -2.783405 3.879320 1.03 0.66 2.27 0.072
C 1.303514 0.241648 2.647037 0.69 0.34 0.61 -0.085
C 4.606974 -4.120416 -1.123992 -0.15 -0.09 1.49 -0.125
H 4.634558 3.076962 -1.441660 -2.49 0.57 -0.11 0.064
O 1.665851 -4.175798 3.857497 1.83 -2.03 -1.23 -0.409
C -1.202458 -1.004831 1.243773 0.47 0.22 0.86 -0.135
H 0.285445 -0.159666 -0.620369 1.12 -1.79 0.88 0.100
O -4.087738 8.057468 -3.518544 -0.49 0.64 -0.72 0.075
H 0.509240 0.559100 -2.753192 0.67 2.22 -0.18 0.026
H -6.618993 -1.646431 0.134162 2.36 -0.46 -0.85 0.095
C -3.156893 -2.370862 0.380933 -1.73 -2.14 -1.64 -0.174
C 1.061773 1.590040 -2.694775 -0.27 0.31 0.38 -0.222
H 0.538777 -6.713483 -0.309673 -0.54 1.20 -0.31 0.029
H 3.528835 -0.284935 -3.644474 1.56 1.51 1.23 0.048
C 4.109753 0.561956 -3.035798 -0.21 -0.79 -1.26 -0.227
H -4.147435 -3.490431 5.634411 0.51 2.23 -1.47 0.087
C 0.267275 -1.818616 1.100988 -1.30 4.00 0.21 -0.297
P -0.358027 -5.610629 0.050530 -2.79 -2.33 4.69 0.749
H -1.053646 -5.043162 -1.075771 0.84 -0.16 0.47 0.020
H 2.229105 -1.812280 2.407909 -2.56 0.69 -0.20 0.073
Cl 4.134109 -3.786052 1.808059 -0.76 -0.35 -2.11 0.623
H -0.230499 4.862995 -1.707209 -0.14 0.09 -0.16 0.170
C -2.264953 -2.384081 4.770987 -0.42 -1.32 0.55 -0.224
H 4.674237 0.393865 3.988875 -1.04 -0.34 -0.52 0.084
C 0.430142 6.781676 -0.906290 -0.41 0.53 1.10 -0.071
C 0.851514 -1.131958 -0.308872 0.32 -1.93 -0.43 -0.067
H 1.835629 -7.739656 2.279387 0.79 2.60 0.17 0.070
H 4.401183 1.379527 -3.854639 -0.49 -1.72 1.92 0.066
H 0.684505 0.594083 3.603146 1.39 -0.76 -2.08 0.130
C -4.868463 8.642648 -4.477452 -0.81 3.25 0.32 -0.501
H -5.640592 -3.129824 -0.531348 0.15 2.31 0.29 0.090
H 2.846763 -1.295293 -1.388511 -0.74 0.91 2.08 0.105
H -3.004505 -0.684294 2.705280 2.22 -1.13 -0.31 0.149
O -1.363154 -6.176954 1.154967 2.72 1.78 -3.76 -0.547
C 2.885933 0.659163 2.963079 2.58 4.92 -2.67 -0.297
H -1.785297 -3.336792 5.296298 -0.82 2.12 -1.34 0.135
```
Positions in Å, forces in eV/Å.

***

[2]
Entry from the OMol25 dataset: a structure of composition C27H48ClO2OsP at a distorted geometry (ωB97M-V with the def2-TZVPD basis set).

Kohn-Sham gap (spin up / spin down) = 6.134 / 6.749 eV
calculated total energy = -2100.071155 a.u.
HOMO level (spin up / spin down) = -0.20425 / -0.30948 hartree
spin multiplicity = 5

Geometry as XYZ:
```
80
Properties=species:S:1:pos:R:3:forces:R:3:lowdin_charge:R:1
O -2.823006 -0.706195 2.010396 0.96 1.92 -0.18 0.008
H -3.963116 0.279207 -2.188761 0.06 -0.06 -0.08 0.119
H 1.874590 4.840637 0.466672 -0.16 -0.01 -0.12 0.115
C -3.258867 -0.225310 -2.865026 -0.06 0.01 0.18 -0.191
H 0.154228 4.593366 0.153280 0.10 -0.02 -0.05 0.107
Cl 2.397278 0.512016 2.224631 0.13 0.10 0.20 0.135
H -4.517424 -1.981124 -2.903668 0.16 0.00 -0.02 0.108
H 3.932308 -2.101583 -0.780492 0.02 0.11 -0.05 0.117
C -1.462118 -0.313250 -1.105283 0.30 0.22 0.36 -0.417
H -0.451869 4.075923 -2.608951 0.10 -0.07 -0.02 0.114
C -1.585147 -1.843519 -1.012264 -0.01 -0.08 0.01 -0.207
C 1.163591 4.311007 -0.179658 -0.01 -0.12 -0.04 -0.192
H -2.903071 -2.237882 -3.557066 -0.01 0.05 0.06 0.112
H -3.495379 0.110788 -3.882183 0.01 -0.04 0.16 0.111
C -1.202725 -3.484062 3.768314 0.09 -0.10 0.07 -0.178
H -2.349456 3.229922 2.640100 0.19 -0.04 -0.27 0.097
H 1.414866 -0.135950 -3.302920 0.01 -0.23 0.18 0.107
H 0.293744 -3.989555 2.194479 -0.39 0.72 0.07 0.115
H -2.056729 -3.196191 3.121330 0.41 -0.36 0.23 0.115
H -2.241525 -2.759819 5.527007 -0.02 -0.01 0.10 0.111
C -3.458660 -1.740432 -2.750404 0.13 -0.04 -0.06 -0.200
H -2.202166 0.112560 -0.404948 0.22 -0.15 -0.24 0.086
H 2.438903 4.700817 -1.868764 -0.10 -0.04 0.02 0.113
C 3.833741 -1.641780 -2.890179 -0.01 0.11 -0.01 -0.205
Os -0.016179 0.216890 2.296213 0.10 -1.17 -8.17 1.259
C -1.273926 -2.621658 5.046155 0.14 -0.33 -0.53 -0.188
C 1.333608 -1.067868 -2.720494 -0.12 0.13 -0.27 -0.204
H -1.363767 -2.166598 0.016296 -0.06 0.06 -0.18 0.101
H -0.843214 2.539659 1.914598 -0.66 0.13 -0.08 0.025
H 2.200263 -3.040605 -2.745556 0.00 0.10 -0.05 0.115
H 0.965535 4.048357 -3.658679 -0.10 -0.01 0.15 0.111
C 4.002621 -1.216098 -1.427737 -0.22 -0.02 -0.09 -0.192
H 3.063667 0.036888 0.068396 0.03 -0.07 -0.55 -0.003
H 1.073284 -1.644152 1.992664 1.55 0.04 -0.64 0.019
H 0.182868 1.750394 -3.075507 0.19 0.20 0.21 0.088
C 0.032379 1.276131 3.779056 0.15 4.89 6.56 -0.378
C 0.619329 3.829418 -2.640561 -0.08 -0.01 0.06 -0.188
H -1.802217 1.319493 -2.496083 -0.02 -0.24 0.00 0.102
H 0.976160 -3.361263 3.691875 -0.38 -0.58 -0.10 0.125
H -1.126414 -0.127277 -3.255069 -0.22 0.09 0.17 0.100
P 0.180943 0.250818 -0.355607 -0.35 0.33 -0.99 1.068
C 0.116497 -3.244285 2.996168 -0.41 -0.58 0.51 -0.171
H -1.903355 -0.732876 4.184885 -0.08 -0.34 0.30 0.088
C 2.929873 -0.207060 -0.995053 0.24 0.10 0.39 -0.242
H 2.286615 -2.207223 -4.298038 -0.02 -0.01 0.19 0.111
H 4.519289 -2.466817 -3.115853 -0.07 0.13 -0.04 0.107
C 2.396235 -2.066094 -3.215265 0.00 -0.05 0.21 -0.190
C -1.929483 2.729667 1.759285 -0.17 -0.68 -0.05 -0.073
C 0.782414 2.324639 -2.356141 -0.05 0.07 -0.27 -0.207
H 0.338911 -1.480892 -2.928658 0.35 0.11 0.03 0.080
H 2.373767 2.513807 -0.219013 -0.25 0.03 0.08 0.109
C 0.276178 -1.783641 2.673123 -0.67 -2.96 0.22 -0.390
C -2.115849 0.300398 1.968885 -0.72 -0.98 -0.24 -0.568
O -2.672403 1.484251 1.570644 0.20 0.35 0.24 -0.116
H -3.030977 -3.398108 -1.420564 -0.05 0.15 0.03 0.111
C 1.336493 2.802207 0.013596 0.00 0.23 0.26 -0.261
H 1.427224 -1.719765 -0.676696 0.18 0.10 -0.13 0.112
H 1.183512 2.539814 1.069372 0.04 0.12 -0.31 0.027
C -1.050341 -1.163904 4.717815 -0.23 0.19 -0.38 -0.210
H -3.685312 -1.971549 -0.609323 0.06 -0.04 -0.11 0.115
H 1.076180 -0.866487 4.510204 -0.46 0.26 -1.01 0.133
H 3.061475 0.729841 -1.560078 -0.07 -0.27 0.08 0.102
C 1.518366 -0.763649 -1.224952 -0.29 -0.11 0.39 -0.405
H 1.832318 2.035667 -2.519707 -0.27 0.08 0.11 0.104
H -2.069541 3.334427 0.855020 -0.06 -0.18 0.28 0.086
H -0.847304 -2.330633 -1.667169 -0.19 0.10 0.14 0.100
C -2.998596 -2.302468 -1.400327 0.01 0.17 0.17 -0.187
H 4.119797 -0.805933 -3.542914 -0.05 -0.05 0.07 0.112
C 0.184658 -0.972451 3.832464 1.13 -0.96 3.91 -0.497
C 0.377613 2.036619 -0.903722 -0.01 -0.43 0.08 -0.428
H 0.992090 1.421801 4.306104 -0.53 0.13 -0.37 0.000
C -1.838619 0.221324 -2.491836 0.06 -0.04 -0.20 -0.203
H -0.645528 2.428079 -0.753325 0.20 -0.02 0.01 0.101
H 1.042149 5.765232 -1.770517 0.10 -0.11 -0.05 0.108
H 4.997609 -0.780885 -1.274098 -0.15 -0.10 0.00 0.112
H -1.271316 -4.546238 4.058101 -0.14 0.33 -0.26 0.109
H -0.908276 -0.578451 5.620649 -0.02 0.07 0.14 0.111
C 1.364813 4.725701 -1.640679 0.14 0.00 -0.02 -0.199
H -0.498644 -2.928243 5.749978 0.04 -0.23 0.08 0.113
H -0.805466 1.492074 4.462070 0.12 0.03 -0.46 0.035
```
Positions in Å, forces in eV/Å.

***

Number 1: molar mass 835.6 g/mol. Number 2: molar mass 661.3 g/mol.